(1)
ORCA calculation (ωB97M-V with the def2-TZVPD basis set) on a structure of composition C29H61Cl2Cu2N4O.

Results
- maximum force (Eh/bohr) = 0.1699
- calculated total energy (Ha) = -5635.80121
- highest occupied orbital energy (eV) = -14.24
- molar mass (g mol⁻¹) = 679.83
- frontier orbital gap (eV) = 3.343
- net charge = +3

Element x y z (Å)
Cu 0.982 -5.203 -1.624
Cu -2.944 -5.777 -1.640
C -3.842 -5.468 4.959
C -2.640 -4.682 4.397
C -1.277 -4.820 5.129
C -0.077 -4.185 4.457
N 1.236 -4.331 5.078
C 1.259 -3.965 6.562
C 2.702 -3.668 6.907
C 3.339 -3.196 5.606
C 2.297 -3.326 4.510
C 1.813 -5.767 4.839
H -4.753 -5.158 4.447
H -3.943 -5.251 6.023
H -3.690 -6.541 4.840
H -2.889 -3.670 4.078
H -2.470 -5.079 3.396
H -0.931 -5.853 5.178
H -1.272 -4.474 6.162
H -0.425 -3.153 4.506
H 0.023 -4.336 3.382
H 0.881 -4.771 7.191
H 0.611 -3.113 6.769
H 3.231 -4.597 7.119
H 2.800 -2.977 7.744
H 4.261 -3.734 5.383
H 3.674 -2.172 5.776
H 2.692 -3.626 3.540
H 1.872 -2.323 4.475
H 1.173 -6.345 5.506
H 2.832 -5.770 5.226
H 1.638 -5.910 3.773
C 6.670 3.353 -8.756
C 5.572 2.318 -8.533
C 4.982 2.197 -7.091
C 3.788 1.306 -6.907
N 3.160 1.174 -5.373
C 3.111 2.418 -4.380
C 4.376 2.431 -3.510
C 4.877 1.000 -3.502
C 3.993 0.231 -4.423
C 1.675 0.767 -5.621
H 7.432 3.270 -7.980
H 6.313 4.381 -8.688
H 7.292 3.345 -9.651
H 5.822 1.330 -8.919
H 4.777 2.405 -9.274
H 4.730 3.193 -6.728
H 5.775 1.870 -6.419
H 4.161 0.286 -6.998
H 2.995 1.502 -7.628
H 2.200 2.232 -3.812
H 3.087 3.318 -4.994
H 4.351 2.991 -2.575
H 5.149 2.972 -4.055
H 4.760 0.540 -2.521
H 5.934 0.944 -3.760
H 3.294 -0.417 -3.893
H 4.619 -0.466 -4.980
H 1.375 0.295 -4.686
H 1.763 0.103 -6.481
H 1.206 1.745 -5.732
C -1.287 -0.417 -0.135
O -1.377 -1.764 -0.600
H -1.947 0.177 -0.767
H -1.803 -0.186 0.797
H -0.283 -0.007 -0.243
Cl -7.878 -2.668 -0.392
C -7.135 -1.897 -1.751
C -7.365 -0.354 -1.788
Cl -8.982 0.105 -1.206
H -7.620 -2.468 -2.542
H -6.126 -2.310 -1.754
H -7.238 0.104 -2.769
H -6.643 0.160 -1.154
C -6.187 5.311 -2.469
C -4.936 4.943 -3.224
C -3.807 6.007 -3.180
C -3.126 6.036 -1.816
N -2.710 6.111 -0.729
H -5.929 5.429 -1.417
H -6.921 4.512 -2.575
H -6.698 6.178 -2.888
H -5.137 4.803 -4.286
H -4.488 4.005 -2.897
H -4.147 7.026 -3.366
H -3.023 5.662 -3.854
C 0.143 3.244 5.536
C -0.875 2.221 5.956
C -2.314 2.776 5.910
C -2.679 3.876 6.779
N -2.914 4.838 7.516
H 1.170 3.041 5.841
H -0.235 4.142 6.024
H 0.116 3.432 4.463
H -0.691 1.722 6.907
H -0.801 1.385 5.262
H -3.052 2.002 6.122
H -2.474 3.033 4.863

Here are the Löwdin charges for atoms 1 to 8, given in e: atom 1 (Cu): 0.55, atom 2 (Cu): 0.69, atom 3 (C): -0.08, atom 4 (C): -0.24, atom 5 (C): -0.18, atom 6 (C): -0.19, atom 7 (N): -0.24, atom 8 (C): -0.10

=====

(2)
ORCA calculation (ωB97M-V with the def2-TZVPD basis set) on the molecule C3H5N3O.

Results
- SMILES string = Nc1c[nH]c(O)n1
- maximum force (Eh/bohr) = 0.0248
- calculated total energy (Ha) = -356.82010
- highest occupied orbital energy (eV) = -8.19
- molar mass (g mol⁻¹) = 99.09
- frontier orbital gap (eV) = 9.031

Element x y z (Å)
N 2.164 0.427 -0.002
C 0.773 0.226 -0.007
C 0.388 -1.052 -0.137
N -1.002 -1.050 -0.083
C -1.335 0.265 0.052
O -2.637 0.605 0.095
N -0.319 1.083 0.120
H 2.577 0.491 0.916
H 2.550 1.002 -0.735
H 1.178 -1.775 -0.230
H -1.681 -1.790 -0.191
H -2.657 1.567 0.202

Here are the Löwdin charges for atoms 1 to 8, given in e: atom 1 (N): 0.07, atom 2 (C): -0.42, atom 3 (C): -0.07, atom 4 (N): 0.13, atom 5 (C): -0.48, atom 6 (O): 0.09, atom 7 (N): 0.16, atom 8 (H): 0.08

=====

Among the records above, which one has the highest frontier orbital gap?
C3H5N3O

=====

calculated total energy of number 2 (C3H5N3O)?
-356.82010 Ha

=====

Which of these has the highest maximum force?
C29H61Cl2Cu2N4O